Below is a molecular structure, C43H28N9O3S3Sn, with properties calculated with ωB97M-V/def2-TZVPD.

Cartesian coordinates (Å):
C 5.5938 -3.8621 1.3755
C 2.4233 -1.1522 -3.9582
C -3.9624 -0.7824 -1.4731
H 4.2327 0.8090 6.2353
C 4.9763 -3.2996 0.2477
C -4.6136 3.4394 -1.6562
C -1.9279 -1.9570 5.7231
Sn 0.2708 0.2262 -0.2381
H 0.0845 -0.7133 -6.4356
C -0.8110 -1.7075 4.9521
C -6.0128 -1.4878 -2.5563
C -1.8801 -0.5430 -2.4945
C -2.1208 -0.6528 1.7159
C 3.3099 -1.6805 -6.1623
H 6.6761 -4.1422 1.2622
C -5.4024 -1.4370 -3.8088
C -5.3255 -1.0993 -1.3831
H 4.4177 -2.0335 -4.3114
H 0.1828 -2.0092 5.2471
H 5.7095 1.6727 4.3019
C 4.9407 -3.9548 2.6009
C -4.7581 4.7457 -2.4143
C 1.0200 -0.8948 -5.9014
N -0.7668 -0.8274 1.3824
C 4.0835 1.6938 3.0285
N -3.1420 -0.5621 0.8071
H 5.5224 -3.2617 -0.6864
C -2.6349 5.2924 -1.2594
C 3.8082 1.1497 5.3092
C 2.6928 1.6749 2.8012
C 3.4861 -1.6180 -4.7525
H 1.8817 -1.3930 -7.7799
N 3.1762 -1.4966 -1.6841
C -3.2053 -1.7511 5.2569
C 2.2549 -1.0446 -2.4935
O -2.0901 2.6795 -1.3258
H 4.1213 -2.1666 -6.6727
C -1.0007 -1.2539 3.6366
C 1.8025 1.3020 3.8756
H -4.4558 6.3771 -0.8269
C 3.8725 -2.4487 0.4441
N 1.8136 -1.2359 0.3810
H -4.4530 -1.1081 3.5737
H 1.7781 0.6516 5.8745
C -4.0254 -1.1202 -3.8748
H -2.3315 5.7985 -0.3302
H -1.8002 -2.4258 6.7260
H 3.1101 -3.2819 3.7135
H -4.5504 2.5097 -2.2603
C 1.1976 -0.7071 -4.5556
C -3.4068 -1.2251 3.9560
O 5.4198 3.5265 1.6205
N 1.1584 -1.7095 2.7004
N -1.6146 -0.4939 -1.1301
N -1.0693 -0.5331 -3.5659
N 3.3298 2.3814 0.6415
C 4.6162 1.5775 4.2557
O 5.5350 1.1913 0.6989
C 3.2709 -2.4886 1.6935
C 2.0258 -1.7517 1.7023
C -3.3075 -0.8511 -2.7535
C -0.0562 -1.2015 2.5245
C 2.0846 -1.3501 -6.7127
H 0.7524 1.2074 3.7301
H -3.6968 6.6282 -2.4863
S 4.8175 2.1957 1.4955
C 0.2564 -0.4795 -3.4482
C 3.7543 -3.1812 2.8341
C 2.9825 -1.6615 -0.3790
H -7.0859 -1.8069 -2.4851
S -3.0196 3.5844 -0.6897
C 2.4182 1.0024 5.0783
C -2.8720 -0.6377 -0.4964
H 5.4450 -4.5046 3.4022
H -5.8600 -1.7604 -4.7054
H -1.7311 5.2100 -1.8855
H -4.0971 -1.8401 5.9167
H -3.5467 -1.0135 -4.8531
C -2.2972 -1.0245 3.1197
N 1.0309 -0.4339 -2.2262
H -5.8222 -1.0712 -0.4307
C 2.3450 2.1996 1.4139
H -4.4187 4.6935 -3.4675
C -3.9277 5.8466 -1.7220
H -5.8025 5.1142 -2.4843
H -5.4453 3.2849 -0.9379
S 0.6656 2.4653 0.8991

Atomic forces in eV per Å
0.5 0.0 -1.3
-0.1 0.7 -0.3
1.2 -0.9 -1.0
0.1 0.3 0.3
1.0 1.5 0.4
-0.1 -0.1 0.4
1.0 -0.9 1.7
-0.1 -1.1 -0.6
0.1 0.1 0.6
-0.1 -0.3 -1.0
-0.8 0.3 0.7
-0.4 -0.9 0.5
-1.0 -0.7 -0.6
0.1 -0.4 2.2
-1.4 -0.4 0.2
2.0 0.0 1.2
0.2 -0.1 -0.8
-0.8 0.6 -0.2
0.1 0.2 0.2
-0.5 -0.1 0.5
-0.8 1.4 1.3
-0.7 1.0 -0.7
0.1 0.0 -1.7
1.0 -0.1 1.7
-2.3 0.7 -1.8
2.2 -0.7 0.3
-0.1 -0.1 -0.1
0.8 -0.9 1.7
-1.0 -0.1 -1.0
-1.1 0.0 1.1
-0.3 -0.3 -0.2
0.3 -0.2 0.1
-0.4 -0.3 0.7
-1.7 1.5 -1.3
0.1 0.9 -1.3
1.9 -1.7 -1.0
0.1 0.2 -0.7
-0.3 -0.4 0.0
2.7 0.6 -1.7
0.6 -1.1 -1.6
-0.8 -0.8 0.2
2.4 -1.2 1.3
1.1 0.1 0.3
0.1 -0.1 0.2
-0.9 0.1 -1.8
0.2 -0.1 -0.3
0.0 0.6 -0.8
0.5 0.3 -0.2
0.2 0.7 0.3
0.7 -1.4 1.1
-0.9 -0.7 0.3
-0.5 -1.7 0.4
1.1 0.5 -0.7
-1.9 -0.3 -2.6
1.6 0.8 0.5
1.8 0.5 -0.1
1.8 -1.0 1.2
-0.6 1.0 2.0
-0.3 -0.1 2.9
-1.1 0.8 -2.7
0.2 1.1 2.9
-2.3 0.1 -0.2
-0.8 0.6 0.2
-0.6 0.1 -0.1
-0.5 -0.2 0.7
0.4 0.9 -3.3
0.7 0.1 1.8
0.9 -1.6 -1.9
-1.1 0.7 -0.1
1.1 0.4 0.0
-1.7 0.7 0.9
0.5 0.0 0.5
-0.9 1.1 1.0
-0.4 0.3 -0.1
-0.7 -0.1 -0.6
-0.7 0.0 -0.3
0.8 -0.3 -0.6
-0.1 -0.3 0.3
0.3 0.8 -0.1
-1.3 -1.4 -2.0
-0.1 -0.1 0.2
-1.7 -0.8 1.2
0.0 -0.3 0.6
-0.9 2.0 -0.4
0.4 -0.5 0.1
0.6 0.2 -0.2
1.2 0.6 1.0

## Properties
* net charge: -1
* frontier orbital gap (spin up / spin down): 4.13 / 4.12 eV
* HOMO (spin up / spin down): -3.38 / -3.02 eV

Let us look at the Löwdin charges, expressed in e, one per atom:
1 C -0.1119
2 C -0.0874
3 C -0.0957
4 H 0.0949
5 C -0.0127
6 C -0.2933
7 C -0.1335
8 Sn 1.1348
9 H 0.1103
10 C -0.0311
11 C -0.0998
12 C -0.2567
13 C -0.2657
14 C -0.0943
15 H 0.1125
16 C -0.0947
17 C -0.0283
18 H 0.1155
19 H 0.1017
20 H 0.1286
21 C -0.0971
22 C -0.2577
23 C -0.0337
24 N -0.0082
25 C -0.2547
26 N 0.1869
27 H 0.1031
28 C -0.3383
29 C -0.0534
30 C -0.1732
31 C -0.0125
32 H 0.0924
33 N 0.1860
34 C -0.1116
35 C -0.3036
36 O -0.5640
37 H 0.0877
38 C -0.1219
39 C -0.0122
40 H 0.1408
41 C -0.1103
42 N 0.0320
43 H 0.1152
44 H 0.0985
45 C -0.0402
46 H 0.0829
47 H 0.1059
48 H 0.1058
49 H 0.0956
50 C -0.1123
51 C -0.0237
52 O -0.3245
53 N 0.1697
54 N 0.0137
55 N 0.1708
56 N -0.0560
57 C -0.0695
58 O -0.3241
59 C -0.1393
60 C -0.2583
61 C -0.1182
62 C -0.2953
63 C -0.1005
64 H 0.0885
65 H 0.1147
66 S 0.7071
67 C -0.2163
68 C 0.0141
69 C -0.2432
70 H 0.1064
71 S 0.8854
72 C -0.0680
73 C -0.2954
74 H 0.0897
75 H 0.0770
76 H 0.1078
77 H 0.1038
78 H 0.1105
79 C -0.1124
80 N -0.0016
81 H 0.0958
82 C -0.7983
83 H 0.1165
84 C -0.2835
85 H 0.1089
86 H 0.0876
87 S 0.5387

---

Below is a molecular structure, C43H29BrCl2F4MnN4O2P, with properties calculated with ωB97M-V/def2-TZVPD.

Cartesian coordinates (Å):
C 0.5248 -2.5400 0.1394
C 3.3890 2.2268 -1.1892
H -3.0601 5.3476 0.1204
C 3.4737 -1.5443 0.1718
C -3.0075 4.6000 -0.6624
H -4.7792 2.3941 5.2601
H -4.3418 3.7464 -3.6432
H 3.4621 -2.0522 -0.7843
C -2.0950 3.5690 -0.5458
Br 1.3962 3.5111 -2.8293
N -2.2773 -1.0446 -0.7332
O -0.2026 0.0926 1.2733
C -4.7990 -1.6258 2.9505
C 3.4278 -0.2973 2.6522
C -3.7198 3.7081 -2.7551
C -4.7330 -0.1315 3.0452
H 4.8659 -0.2920 -2.2661
C 0.8370 -3.8736 -0.2045
H -5.1881 -2.1088 3.8415
C 4.6514 2.2582 -0.6324
O 0.4507 -1.6605 -0.8185
H 0.9840 -4.0916 -1.2565
C 3.7589 4.5460 -1.8301
C -3.6143 -2.7509 -1.6996
Cl -2.7039 1.5090 -3.9314
C -4.7633 0.4750 4.2823
H 4.2445 -2.1321 3.4279
H 1.2537 -1.1387 -5.5467
H 2.5798 1.3800 1.6209
H 1.2027 -5.8572 0.4649
H -4.7987 -0.1092 5.1950
H 0.8805 -5.3147 2.8790
N -4.7517 2.6028 3.2116
C -3.9172 -2.1541 0.6040
C 3.9107 -2.2266 1.3049
H -4.5498 5.4872 -1.8750
F 6.6355 3.3816 -0.0439
H -0.3136 0.4139 3.6359
C 2.7537 -0.1286 -2.6656
C 0.3276 -2.2333 1.5110
C 4.3633 -1.0964 -4.1897
N -4.7199 0.5805 1.9261
H -2.0994 -1.6052 -2.7024
F 5.7341 5.6383 -1.1999
C -2.6368 -1.7874 -1.7794
C 3.8988 -1.6020 2.5456
C 5.4322 3.3999 -0.6136
F 3.3752 5.6656 -2.4402
H -0.8872 -1.2485 3.9153
C 0.4705 -3.2578 2.4709
C 4.0677 -0.4879 -2.9762
H -4.8034 -3.4648 2.0846
C 0.0068 -0.8841 1.9959
C 4.9807 4.5473 -1.2042
N -1.0230 1.5584 -1.4325
C 2.9792 0.3744 1.5221
Cl -1.0736 3.5440 0.8769
C 3.3488 -1.3422 -5.1119
C -4.2395 -2.9495 -0.4739
H -2.5926 -0.5796 1.2364
C -4.7631 1.8615 4.3137
C 1.7518 -0.3658 -3.6039
H -4.9933 -3.7249 -0.3635
H 3.4041 0.1970 3.6183
H 5.3860 -1.3743 -4.4200
H 3.5801 -1.8119 -6.0616
Mn -0.2916 0.1152 -0.8043
C -3.8359 4.6779 -1.7721
F 5.2123 1.1753 -0.0769
H 0.7410 -0.0498 -3.4019
C 0.7804 -4.5464 2.1234
C 2.0445 -0.9701 -4.8225
C 0.9582 -4.8425 0.7608
C -0.0912 -0.6372 3.4783
C 3.0161 -0.2353 0.2675
C -4.7322 1.9119 2.0645
C -1.9487 2.5319 -1.5049
C -4.5436 -2.4199 1.9315
H -3.8670 -3.3481 -2.5672
C 2.9737 3.4094 -1.8301
C -2.9173 -1.2116 0.4184
H 0.8438 -0.8996 3.9787
H 4.2499 -3.2527 1.2160
C -2.8094 2.6738 -2.6207
P 2.2777 0.7215 -1.1150
H -4.7333 2.4899 1.1465
H 0.3306 -3.0199 3.5186

Atomic forces in eV per Å
-0.1 0.5 -0.5
-0.4 -0.1 -0.2
0.0 -0.1 0.0
0.0 -0.1 0.0
0.0 -0.1 0.0
0.0 0.0 0.0
0.1 0.0 0.1
0.0 0.0 0.0
0.0 0.0 0.2
-0.3 -0.2 0.0
-0.3 -0.1 0.4
-0.1 0.4 -0.5
-0.3 1.2 0.8
0.0 0.0 -0.1
0.0 -0.1 -0.1
0.0 -1.2 -0.2
-0.1 0.0 0.0
0.1 -0.2 0.2
0.0 0.1 0.0
0.3 -0.2 0.3
0.5 -0.9 0.0
0.0 0.0 0.1
-0.4 0.0 -0.1
-0.2 -0.2 0.1
0.1 0.1 0.3
0.0 0.3 0.6
0.0 0.1 -0.1
0.1 0.0 0.1
0.0 0.0 0.0
0.0 0.0 0.0
0.0 0.1 -0.1
0.0 0.0 -0.1
0.0 -0.3 -0.4
-0.3 0.0 0.8
0.0 0.1 0.0
0.1 -0.1 0.0
0.0 0.0 0.0
0.0 0.0 0.0
0.1 0.0 0.0
-0.2 0.4 0.5
-0.1 0.0 0.1
0.0 0.9 -0.2
0.0 0.0 0.0
0.1 0.1 0.0
0.2 0.1 -0.2
0.0 0.0 -0.1
0.3 -0.3 0.2
-0.1 0.0 0.0
0.1 0.1 0.0
0.0 -0.1 0.1
0.0 0.0 0.0
0.1 0.0 -0.1
0.3 -0.8 0.2
0.3 0.3 0.0
-1.5 2.0 -1.0
-0.1 -0.1 0.2
0.0 -0.2 -0.2
0.0 0.0 0.0
-0.3 -0.4 -0.5
-0.1 -0.1 -0.1
0.0 -0.1 0.1
0.2 -0.1 -0.1
0.1 0.1 0.0
0.0 0.0 -0.1
-0.1 0.0 0.0
0.0 0.0 0.1
0.1 -0.5 1.1
0.0 0.1 0.0
0.1 0.1 -0.1
-0.2 0.1 0.1
0.0 0.1 -0.1
0.0 0.0 0.1
0.0 -0.1 -0.1
0.0 -0.1 0.1
-0.1 0.1 0.0
0.0 -0.3 0.2
0.5 0.0 -0.1
0.5 -0.6 -1.2
0.0 0.0 0.1
0.0 -0.2 0.0
0.3 0.2 0.0
-0.1 0.0 0.0
0.0 0.1 0.0
-0.2 0.0 -0.2
0.8 0.1 -0.1
0.0 0.0 0.0
0.0 -0.1 -0.1

## Properties
* <S²>: 6.486
* 2S+1: 5
* frontier orbital gap (spin up / spin down): 6.21 / 6.95 eV
* HOMO (spin up / spin down): -6.47 / -7.22 eV

Let us look at the Löwdin charges, expressed in e, one per atom:
1 C -0.3476
2 C -0.2694
3 H 0.1013
4 C -0.0852
5 C -0.1427
6 H 0.1086
7 H 0.0993
8 H 0.1094
9 C -0.6120
10 Br 0.8870
11 N 0.0344
12 O -0.0586
13 C -0.0340
14 C -0.0843
15 C -0.1367
16 C -0.2844
17 H 0.1071
18 C -0.0093
19 H 0.1060
20 C -0.2149
21 O -0.2036
22 H 0.1197
23 C -0.2745
24 C -0.0358
25 Cl 0.6303
26 C -0.0181
27 H 0.1047
28 H 0.1074
29 H 0.1193
30 H 0.1050
31 H 0.1106
32 H 0.0984
33 N 0.0877
34 C -0.1818
35 C -0.0669
36 H 0.0985
37 F 0.1332
38 H 0.0925
39 C -0.3541
40 C -0.0940
41 C -0.0745
42 N 0.1403
43 H 0.1091
44 F 0.1444
45 C -0.1219
46 C -0.0793
47 C -0.1399
48 F 0.0835
49 H 0.0925
50 C -0.0419
51 C -0.0840
52 H 0.1123
53 C -0.3649
54 C -0.1473
55 N -0.0967
56 C -0.1129
57 Cl 0.6453
58 C -0.0810
59 C -0.0143
60 H 0.1104
61 C -0.1290
62 C -0.1013
63 H 0.1210
64 H 0.1074
65 H 0.1046
66 H 0.1037
67 Mn 0.7099
68 C -0.1152
69 F 0.0932
70 H 0.0756
71 C -0.0901
72 C -0.0696
73 C -0.0724
74 C 0.0018
75 C -0.3703
76 C -0.1630
77 C -0.4685
78 C -0.0362
79 H 0.1093
80 C -0.5886
81 C -0.0701
82 H 0.0841
83 H 0.1090
84 C -0.5994
85 P 1.1088
86 H 0.1096
87 H 0.1037